No. 1
Computed, not measured: C39H65MoN4O2SSbSe5 as an isolated structure at a distorted geometry, with ωB97M-V/def2-TZVPD.

Element x y z (Å)
O1 -0.13600 -2.16630 0.16040
C1 -1.75770 -5.89000 4.83620
Mo1 -0.45970 -0.67850 -0.77270
H1 0.59780 -6.47750 6.16180
H2 0.82560 2.29930 1.41250
H3 -3.50890 0.91400 -1.51570
H4 -4.52890 0.30340 7.08550
C2 -1.48830 4.79140 -0.34080
H5 -0.83740 -5.37970 -1.88960
H6 3.90820 4.91820 2.53940
H7 -3.82800 -0.83250 -1.43580
H8 -0.60070 -6.95470 0.61460
H9 -2.50700 2.94510 0.24580
C3 -5.65650 1.74630 -0.05230
C4 -1.73030 3.26450 -0.45540
H10 0.18860 2.41410 -2.09830
C5 -0.69400 -4.12560 6.22720
Se1 1.82050 -0.48100 -1.00490
C6 0.32000 -6.54930 0.20290
H11 -0.11780 -5.97940 2.54290
H12 -6.26060 1.90760 0.83700
H13 0.51240 -7.04450 -0.74600
Se2 3.86330 2.85020 -1.94970
H14 -0.85090 -4.74910 7.10590
C7 -0.02210 -4.28320 1.28220
C8 -3.92820 0.24690 6.17920
H15 0.25190 4.72470 -2.26000
H16 1.75170 4.61560 -1.31300
H17 -1.95440 -6.44530 5.75040
C9 -0.14460 -4.90380 2.51230
H18 4.16340 4.87900 0.77670
C10 -0.26660 -2.83550 3.69350
H19 -1.56380 -3.48120 6.11070
H20 1.73780 -5.11960 -1.56180
H21 -5.39270 -1.71010 4.89340
H22 1.61900 -5.30040 5.33410
H23 -6.60790 -0.64440 4.20180
H24 -1.05920 -3.74380 -1.27340
C11 -5.87850 -0.74270 5.00030
H25 3.79650 2.64150 0.66670
C12 -4.72860 0.36280 2.42620
C13 -5.01370 0.34920 -0.04710
C14 -4.83920 0.38650 4.95450
H26 -6.23320 1.87470 4.19670
O2 -1.99400 -0.23910 0.08340
C15 0.46650 4.42630 1.08360
C16 -0.97350 -4.79670 -0.98030
H27 1.48160 -3.50000 -0.93150
H28 6.34240 5.05450 2.03410
C17 -0.00850 2.95650 1.14730
N1 -0.50880 2.55600 -0.15040
H29 -0.79980 2.82430 1.89000
H30 1.10810 3.27920 5.37610
H31 -1.98850 5.21410 0.53210
C18 -2.69090 0.14360 3.60120
H32 0.87330 -6.61570 4.42770
H33 -0.32860 -2.23900 4.59070
C19 5.82600 4.11180 1.88950
C20 0.72410 -5.91150 5.24140
Sb1 2.64140 0.98810 -3.03470
C21 -0.10820 -2.87670 1.26440
H34 0.84360 1.66740 6.04340
C22 2.65730 1.83270 4.88660
C23 -6.11640 -0.71780 0.03300
H35 -6.41060 -0.72600 5.94910
Se3 -0.96520 0.21300 -2.81740
H36 0.07850 5.00830 1.92150
H37 0.16600 6.01610 -0.19700
H38 6.20870 3.64040 0.98930
H39 1.55400 4.47660 1.06960
H40 -6.29560 1.86000 -0.92480
C24 -0.50160 -5.02040 4.99790
H41 -4.81710 2.55040 4.99970
C25 4.32880 4.33580 1.71160
H42 3.47470 3.57190 4.04230
H43 -6.11270 1.82190 5.95570
C26 -4.06760 0.29900 3.64680
H44 2.70010 0.78890 4.57030
C27 0.68330 4.37040 -1.32340
C28 -2.05110 -0.01000 2.39140
H45 -3.41080 -0.71030 6.17540
C29 -2.72690 -0.00650 1.15700
H46 -1.91020 -5.09480 -0.50970
H47 -1.83660 5.30910 -1.23500
H48 -4.98310 0.24850 -2.20010
H49 -1.64620 -6.60320 4.02440
H50 -5.67710 -1.71190 0.07630
H51 0.58290 1.95070 4.32020
C30 0.20410 -5.03940 -0.02200
H52 2.34630 -4.69040 0.04270
H53 -4.89100 2.51980 -0.08870
Se4 4.06500 -0.40510 -4.40560
N2 3.22230 2.62340 3.82120
H54 6.02000 3.46860 2.74660
Se5 -0.12950 -0.25940 2.38950
H55 -5.79600 0.51590 2.44010
H56 -2.62150 -5.26420 4.61980
C31 0.49910 2.85660 -1.14810
N3 3.61100 3.08500 1.56790
H57 -6.75120 -0.66260 -0.84840
H58 0.18490 -3.51000 6.40730
C32 1.51980 -4.55670 -0.65530
H59 -6.74330 -0.58630 0.91050
H60 -3.18970 1.04540 6.21620
H61 3.26850 1.96010 5.78260
C33 -5.54780 1.74470 5.02970
S1 2.82780 0.66610 2.09880
H62 -2.04230 2.98520 -1.46510
C34 -0.30190 -4.22080 3.71950
H63 1.43110 2.40260 -0.80300
C35 -0.17250 -2.18240 2.48040
C36 -4.11710 0.23240 1.18270
H64 1.14300 -6.77880 0.87470
N4 -0.02750 5.01190 -0.19190
C37 -4.28130 0.15840 -1.37300
C38 3.27550 2.21400 2.53990
H65 -2.08840 0.11700 4.49570
C39 1.20500 2.21360 5.17690

Output
Charge: 0
LUMO (spin up / spin down) in eV: -0.7 / -1.5
ΔE to the lowest compared entry with this formula, charge and spin in kcal per mole: 39.2
Calculated total energy in Eh: -14608.3798
Frontier orbital gap (spin up / spin down) in eV: 6.022 / 5.276
Spin multiplicity: 3

No. 2
Computed, not measured: a 7-piece molecular cluster, C39H65N3O21P overall at a distorted geometry, with ωB97M-V/def2-TZVPD.

Element x y z (Å)
C1 -11.52701 -4.78343 -0.36748
O1 -1.37435 1.91995 6.69394
C2 -10.82653 -3.47681 1.29985
H1 -0.16847 -3.68673 0.31917
C3 7.96448 2.02025 -8.46317
O2 9.37487 2.20054 -8.46818
H2 -7.01651 -3.56358 1.52865
H3 2.75755 -0.66619 2.71979
H4 -1.61583 -3.03447 9.01460
H5 0.73446 3.37759 3.12520
C4 12.04454 2.51506 -3.27680
H6 -6.10642 0.82574 -6.10977
H7 -5.10243 2.28488 -0.17255
O3 -6.43067 1.39882 -3.53244
H8 -3.08470 2.56305 4.04986
H9 1.59605 0.03693 1.35836
H10 -5.52758 -0.84081 -5.88637
N1 0.24642 -2.50860 3.08452
O4 5.42722 1.40520 2.73969
H11 -0.12580 -2.22530 8.47757
C5 -4.45306 1.14943 1.69938
H12 -1.42546 -1.85438 6.33981
O5 -1.17775 0.19707 8.15553
H13 -2.81270 -0.80291 8.87767
C6 -2.23983 -1.34720 6.86918
O6 -2.41388 -0.05756 6.29500
H14 -4.11235 -0.00494 -1.01858
H15 8.86474 2.16423 -0.34947
H16 -9.67165 -1.29617 -1.12562
C7 9.92265 0.96675 -8.27692
O7 8.78563 3.04035 -4.04940
O8 -7.90823 2.21700 -2.01814
H17 -3.70440 3.87027 0.24940
C8 2.31670 0.25898 2.21793
H18 0.90890 -0.49020 4.58856
C9 1.53028 1.19228 3.26983
H19 -8.70679 -2.42912 -0.19786
C10 -7.67653 -0.40189 -4.14722
H20 12.10744 0.40449 -3.75606
H21 -9.83125 -3.84531 1.57225
H22 0.44895 -3.12867 2.28425
H23 14.19687 2.42786 -3.45466
O9 10.28933 1.34229 -4.12527
O10 -0.98513 -4.23213 0.23839
H24 12.03951 1.46321 -5.18603
H25 11.99248 2.25531 -2.21351
H26 -0.03613 1.03977 4.98934
H27 -6.15593 -1.42373 1.82784
H28 5.65300 0.62564 -7.72156
C11 7.80223 0.81399 -7.58719
H29 3.18652 0.90514 1.81190
O11 -8.26136 0.20383 -3.00040
C12 -3.13074 -1.28420 1.66165
C13 -10.84268 -2.69166 0.02172
C14 -2.11187 2.37894 3.45299
C15 1.03035 2.49008 2.47009
H30 -2.50417 -5.00362 3.45833
C16 -5.25512 -2.14522 1.93690
C17 -0.83426 -0.11502 3.26188
O12 -3.22542 3.03204 0.44186
H31 6.49431 -0.85879 -7.23160
C18 -1.91055 -1.01769 8.29452
N2 -2.00368 -2.16935 2.00851
H32 -2.42471 0.54177 -0.50793
O13 11.08316 0.70895 -8.42459
H33 5.69361 3.45615 -0.97492
C19 -1.63171 0.79485 7.01823
H34 -0.04370 -3.16179 3.84465
H35 7.84268 1.07882 -6.52463
C20 -6.26278 0.09352 -4.08110
C21 8.13451 1.66743 -0.99486
C22 0.39714 0.43533 4.11773
H36 -5.81399 -4.16069 2.78950
O14 -11.64538 -4.59308 0.97831
H37 -8.21847 -0.05777 -5.03423
H38 -9.52853 -1.08652 0.63126
C23 -5.88793 -3.63786 1.77594
O15 10.97233 3.40972 -3.56397
C24 -3.21689 0.20210 2.08716
O16 8.97303 0.06277 -7.89751
H39 -5.38960 0.50193 1.48430
N3 -1.70074 -4.97271 2.80074
H40 1.83304 2.85930 1.72572
H41 2.32712 1.54534 4.03531
H42 8.12325 2.16694 -1.96593
H43 -1.23970 2.57076 4.18899
H44 7.45985 2.90028 -8.06085
O17 -10.90177 -3.72296 -0.95912
C25 6.54804 0.01944 -7.87980
H45 -4.85440 -1.95505 3.00390
C26 13.38363 3.14360 -3.59491
H46 -3.33391 1.56559 -1.74536
H47 -0.85297 -1.77747 10.00865
H48 13.41051 3.51279 -4.62378
O18 -11.91573 -5.75183 -0.95186
H49 6.54759 -0.35062 -8.90887
H50 -4.74199 1.84899 2.55386
H51 -5.33470 -4.18350 0.93219
C27 -5.57961 0.15041 -5.43008
C28 -2.05074 0.85430 2.94457
C29 -4.12491 1.90369 0.30774
C30 -1.08389 -2.08068 8.98476
H52 -4.56420 0.54081 -5.32606
H53 7.63302 1.85785 -9.49437
C31 -3.46279 0.91729 -0.80526
H54 -7.74146 -1.48981 -4.08987
H55 0.09987 2.21888 1.83636
H56 8.48649 0.64192 -1.13334
O19 5.32725 2.82544 0.97363
H57 6.06668 1.07176 -0.96673
H58 -5.66177 -0.49382 -3.37751
H59 13.56208 4.00623 -2.94824
C32 6.75919 1.67109 -0.36519
C33 11.71136 1.34255 -4.14827
H60 -2.00210 3.13988 2.61009
C34 5.81076 1.74951 1.65712
C35 -9.61803 -1.82387 -0.17022
O20 -4.22737 -1.85933 0.91751
H61 6.98587 3.76163 0.21113
C36 -7.56622 1.35490 -2.77667
H62 -1.71355 -5.91991 2.36005
H63 -3.15029 -1.94204 6.77678
C37 -0.89096 -1.60358 2.75811
O21 6.79080 1.11842 0.94920
C38 6.22116 3.04750 -0.11156
H64 -11.24183 -2.91729 2.13989
P1 -2.13974 -3.86759 1.45659
C39 9.90866 2.63531 -3.92363
H65 -11.75188 -2.08721 -0.06838

Output
Charge: +1
LUMO in eV: -4.0
Calculated total energy in Eh: -3610.4160
Frontier orbital gap in eV: 7.846

> The lowest calculated total energy belongs to which entry?

C39H65MoN4O2SSbSe5